Below is a molecular structure, C34H49N3O5RuS2Si in a non-equilibrium geometry, with properties calculated with ωB97M-V/def2-TZVPD.

## Properties
Net charge   +2
Spin multiplicity   1
Max |F|   3.66 eV Å⁻¹
E_HOMO (alpha / beta)   -13.62 / -13.63 eV
Lowest unoccupied orbital energy (alpha / beta)   -8.42 / -8.63 eV
E   -3045.80258 Eh

The geometry in XYZ format:
```
95
Properties=species:S:1:pos:R:3:lowdin_charge:R:1
Ru -1.8774 0.0744 0.6262 1.25
C -5.4148 2.0638 -0.7185 0.02
C -4.4055 1.1273 -0.1540 -0.21
N -3.2377 1.5049 0.2586 -0.13
N -2.8794 2.7959 0.3383 0.12
C -1.7672 2.8832 1.0322 -0.42
O -1.1683 1.8613 1.5408 -0.11
C -1.2496 4.2389 1.2928 -0.18
C -0.3208 4.4448 2.3147 -0.02
C 0.1666 5.7474 2.5845 -0.07
C -0.2558 6.8154 1.8250 -0.06
C -1.1797 6.6110 0.8013 -0.03
C -1.6881 5.3163 0.5428 -0.02
C -4.6859 -0.2765 0.1363 -0.19
C -5.8720 -0.9160 -0.1742 0.04
C -6.1023 -2.1881 0.3302 0.01
C -5.1544 -2.7777 1.1559 0.00
C -3.9718 -2.1068 1.3935 -0.08
N -3.7254 -0.9005 0.8684 -0.01
H -4.9676 3.0402 -0.8709 0.09
H -6.2640 2.1726 -0.0386 0.11
H -5.7988 1.6879 -1.6690 0.10
H -0.0059 3.6020 2.9199 0.12
H 0.8649 5.9054 3.3961 0.12
H 0.1143 7.8101 2.0351 0.12
H -1.5331 7.4500 0.2140 0.11
H -2.4230 5.1509 -0.2324 0.11
H -6.6011 -0.4184 -0.7991 0.13
H -7.0223 -2.7107 0.0989 0.14
H -5.3212 -3.7414 1.6177 0.13
H -3.2025 -2.5286 2.0201 0.11
C 3.2700 -1.5214 1.5627 -0.01
C 2.5053 -0.2172 1.7188 -0.60
C 3.4717 0.9585 1.7385 -0.02
C 1.6530 -0.2103 2.9780 -0.01
O 1.5804 -0.1253 0.5737 -0.17
Si 1.5104 0.8730 -0.6970 -0.02
S -0.6955 0.6554 -1.2407 0.51
O 1.7510 2.3841 -0.2383 -0.12
C 2.3070 3.6103 -0.8017 -0.59
C 2.6296 4.4930 0.3919 -0.01
C 3.5714 3.3005 -1.5883 -0.01
C 1.2329 4.2316 -1.6816 0.00
O 2.2113 0.5324 -2.0791 -0.13
C 2.5266 -0.4409 -3.1039 -0.62
C 2.6704 -1.8203 -2.4823 -0.02
C 1.4149 -0.4247 -4.1380 -0.02
C 3.8448 0.0117 -3.7142 -0.01
H 3.8810 -1.7037 2.4488 0.10
H 3.9285 -1.4724 0.6929 0.09
H 2.5867 -2.3616 1.4384 0.08
H 4.1797 0.8335 2.5580 0.11
H 2.9295 1.8923 1.8738 0.08
H 4.0340 1.0098 0.8009 0.09
H 2.2873 -0.1195 3.8605 0.10
H 1.0766 -1.1297 3.0643 0.08
H 0.9690 0.6394 2.9494 0.08
H 3.4105 4.0380 1.0021 0.09
H 1.7338 4.6378 1.0029 0.06
H 2.9837 5.4686 0.0529 0.11
H 4.2812 2.7578 -0.9599 0.09
H 4.0411 4.2305 -1.9128 0.10
H 3.3447 2.6932 -2.4630 0.07
H 0.3542 4.4777 -1.0803 0.07
H 0.9355 3.5233 -2.4595 0.09
H 1.6029 5.1429 -2.1549 0.10
H 1.7215 -2.1397 -2.0498 0.04
H 3.4314 -1.8102 -1.6984 0.09
H 2.9676 -2.5326 -3.2534 0.10
H 0.4571 -0.6953 -3.6849 0.06
H 1.6414 -1.1400 -4.9301 0.10
H 1.3175 0.5649 -4.5887 0.10
H 4.6146 0.0683 -2.9419 0.10
H 3.7336 0.9979 -4.1684 0.09
H 4.1657 -0.6908 -4.4853 0.10
C -0.0816 -8.3316 1.8696 -0.03
C -0.2005 -6.9389 1.3118 -0.24
C 0.2831 -6.6371 0.0391 -0.01
C 0.1765 -5.3595 -0.4818 -0.07
C -0.4448 -4.3739 0.2743 -0.40
C -0.9350 -4.6435 1.5416 -0.07
C -0.8173 -5.9289 2.0495 -0.01
S -0.4850 -2.7137 -0.3748 0.99
C -1.8212 -2.9187 -1.5695 -0.21
O -1.1517 -1.9043 0.7639 -0.68
H 0.8063 -8.8361 1.4926 0.09
H -0.9485 -8.9240 1.5681 0.10
H -0.0509 -8.3194 2.9574 0.09
H 0.7611 -7.4155 -0.5445 0.13
H 0.5778 -5.1263 -1.4637 0.12
H -1.3802 -3.8519 2.1260 0.09
H -1.1983 -6.1522 3.0387 0.13
H -2.6379 -3.4713 -1.1068 0.07
H -1.4354 -3.4501 -2.4398 0.08
H -2.1323 -1.9127 -1.8500 0.02
```